# 1
{"formula": "C5H15N2O", "method": "ωB97M-V with the def2-TZVPD basis set", "species": ["C", "C", "C", "C", "C", "N", "N", "H", "H", "H", "H", "H", "H", "H", "H", "H", "H", "H", "H", "H", "H", "H", "O"], "positions_angstrom": [[-1.440, -2.236, -0.349], [-0.422, -1.612, 0.602], [-0.685, -0.120, 0.754], [-0.367, 0.799, -0.401], [-0.748, 2.067, -0.456], [0.456, 0.273, -1.478], [0.980, -1.839, 0.059], [-2.357, -2.444, 0.194], [-1.122, -3.209, -0.724], [-1.626, -1.529, -1.148], [-0.364, -2.079, 1.582], [-1.697, 0.017, 1.124], [-0.065, 0.247, 1.587], [-0.624, 2.684, -1.339], [-1.188, 2.657, 0.333], [-0.075, -0.045, -2.288], [1.038, -1.170, -0.764], [1.126, 0.918, -1.874], [1.139, -2.797, -0.242], [1.688, -1.541, 0.728], [1.325, 2.361, 1.953], [1.616, 2.131, 0.425], [1.698, 2.747, 1.152]], "nbo_charge": [-0.6345, -0.0289, -0.4794, 0.0948, -0.3473, -0.8939, -0.7200, 0.2579, 0.2262, 0.2195, 0.2275, 0.2680, 0.2261, 0.2206, 0.2291, 0.3968, 0.4617, 0.4059, 0.4343, 0.4295, 0.4699, 0.4597, -0.9234], "charge": 1, "total_energy_ev": -10449.01124, "relative_energy_kj_mol": 149.5}

=====

# 2
{"formula": "C2H3BrO", "method": "ωB97M-V with the def2-TZVPD basis set", "species": ["C", "C", "O", "Br", "H", "H", "H"], "positions_angstrom": [[-1.110, 0.033, -0.056], [1.049, 0.192, 0.191], [-1.786, 0.979, -0.275], [-1.517, -1.789, -0.422], [1.114, -0.131, -0.849], [1.231, -0.544, 0.976], [1.019, 1.260, 0.436]], "nbo_charge": [0.4376, -0.5690, -0.5145, -0.0027, 0.2157, 0.2147, 0.2182], "charge": 0, "total_energy_ev": -74210.24885, "relative_energy_kj_mol": 208.8}

=====

# 3
{"formula": "C3H5N3O", "method": "ωB97M-V with the def2-TZVPD basis set", "species": ["O", "C", "C", "N", "N", "C", "N", "H", "H", "H", "H", "H"], "positions_angstrom": [[1.006, -2.248, -0.394], [1.260, -0.894, -0.696], [0.248, 0.031, -0.081], [-1.040, -0.260, -0.103], [-1.585, 0.803, 0.515], [-0.628, 1.674, 0.874], [0.553, 1.219, 0.513], [0.070, -2.407, -0.577], [1.281, -0.728, -1.785], [2.249, -0.647, -0.306], [-2.583, 0.857, 0.649], [-0.831, 2.602, 1.391]], "nbo_charge": [-0.7011, -0.0976, 0.2732, -0.3063, -0.3493, 0.1767, -0.4729, 0.4750, 0.1757, 0.2028, 0.4155, 0.2084], "charge": 0, "smiles": "OCc1nc[nH]n1", "total_energy_ev": -9709.45310, "relative_energy_kj_mol": 109.1}

=====

# 4
{"formula": "C24H26Cl2LaN6O3Sb", "method": "ωB97M-V with the def2-TZVPD basis set", "species": ["La", "C", "C", "C", "C", "C", "C", "N", "Sb", "C", "C", "C", "C", "C", "C", "N", "C", "C", "C", "C", "C", "C", "N", "H", "H", "H", "H", "H", "H", "H", "H", "H", "H", "H", "H", "H", "H", "H", "H", "H", "H", "Cl", "C", "Cl", "C", "O", "O", "H", "C", "N", "C", "C", "O", "N", "C", "N", "H", "H", "H", "H", "H", "H", "H"], "positions_angstrom": [[0.038, -0.109, -0.059], [2.452, 2.505, 0.174], [1.882, 2.212, 1.534], [2.003, 3.088, 2.606], [1.382, 2.771, 3.796], [0.667, 1.579, 3.925], [0.600, 0.734, 2.834], [1.208, 1.072, 1.683], [-0.104, -1.312, 3.310], [1.578, -2.142, 2.271], [2.373, -3.050, 2.946], [3.434, -3.645, 2.275], [3.661, -3.304, 0.959], [2.832, -2.378, 0.336], [3.057, -1.976, -1.092], [1.800, -1.807, 0.981], [-1.436, -2.174, 1.787], [-2.555, -2.816, 2.275], [-3.365, -3.507, 1.373], [-3.038, -3.539, 0.032], [-1.891, -2.880, -0.394], [-1.482, -2.820, -1.842], [-1.121, -2.232, 0.483], [3.488, 2.836, 0.242], [2.452, 1.621, -0.475], [1.886, 3.296, -0.322], [2.562, 4.007, 2.496], [1.452, 3.447, 4.639], [0.186, 1.324, 4.859], [2.170, -3.296, 3.980], [4.071, -4.361, 2.778], [4.478, -3.744, 0.403], [3.984, -2.395, -1.477], [2.248, -2.317, -1.739], [3.123, -0.890, -1.194], [-2.806, -2.784, 3.327], [-4.252, -4.016, 1.727], [-3.652, -4.072, -0.681], [-1.729, -3.745, -2.359], [-2.010, -2.014, -2.362], [-0.407, -2.663, -1.947], [-2.839, 3.645, 2.544], [-3.066, 1.965, 2.110], [-3.021, 0.902, 3.540], [-2.057, 1.466, 1.082], [-1.164, 2.212, 0.640], [-2.171, 0.254, 0.713], [-4.063, 1.856, 1.687], [-1.340, 3.188, -5.166], [-0.858, 2.293, -4.121], [0.045, 1.169, -4.365], [0.185, 0.632, -2.959], [0.882, -0.314, -2.561], [-0.581, 1.333, -2.107], [-1.166, 2.322, -2.827], [-1.944, 3.212, -2.236], [-0.575, 3.262, -5.935], [-1.489, 4.190, -4.767], [-2.265, 2.823, -5.609], [1.006, 1.501, -4.761], [-0.380, 0.422, -5.037], [-1.975, 3.199, -1.224], [-2.384, 3.966, -2.734]], "mulliken_charge": [0.3704, -1.2470, 0.8219, -0.7860, -0.5961, -0.8507, 0.3103, 0.2947, 1.0585, 0.1488, -0.8673, -0.5367, -0.8232, 0.7242, -1.3488, 0.5304, 0.5268, -0.9778, -0.5450, -0.9307, 0.8830, -1.4157, 0.3799, 0.4970, 0.0368, 0.2461, 0.5293, 0.4780, 0.4765, 0.4935, 0.4533, 0.4814, 0.5286, 0.1961, 0.2050, 0.4501, 0.4531, 0.5235, 0.5385, 0.2278, 0.1956, -0.1233, 0.0613, -0.1148, 0.4235, -0.6583, -0.6798, 0.3578, -1.0487, 0.0290, -0.3024, 0.0630, -0.5359, 0.3709, 0.1455, -0.2254, 0.3487, 0.4057, 0.3226, 0.3604, 0.3186, 0.1420, 0.2054], "charge": 2, "total_energy_ev": -72827.71585, "relative_energy_kj_mol": 0.0}

=====

# 5
{"formula": "C8H18O", "method": "ωB97M-V with the def2-TZVPD basis set", "species": ["C", "C", "C", "C", "C", "C", "C", "C", "O", "H", "H", "H", "H", "H", "H", "H", "H", "H", "H", "H", "H", "H", "H", "H", "H", "H", "H"], "positions_angstrom": [[-0.821, 2.353, -3.734], [0.070, 1.338, -3.029], [-0.430, 1.019, -1.622], [0.442, -0.022, -0.925], [-0.077, -0.371, 0.468], [0.792, -1.430, 1.144], [0.235, -1.912, 2.483], [0.294, -0.849, 3.581], [-0.084, -1.358, 4.840], [-0.973, -1.724, 4.768], [-0.338, 0.010, 3.316], [1.320, -0.497, 3.710], [0.810, -2.776, 2.821], [-0.803, -2.233, 2.348], [1.798, -1.031, 1.295], [0.874, -2.291, 0.476], [-0.100, 0.535, 1.077], [-1.101, -0.744, 0.386], [0.475, -0.928, -1.534], [1.463, 0.359, -0.844], [-0.445, 1.936, -1.027], [-1.456, 0.648, -1.681], [1.088, 1.729, -2.970], [0.103, 0.418, -3.616], [-0.856, 3.286, -3.176], [-1.836, 1.971, -3.824], [-0.445, 2.564, -4.732]], "nbo_charge": [-0.5997, -0.3870, -0.3872, -0.3846, -0.3919, -0.3890, -0.4190, -0.0566, -0.7148, 0.4601, 0.1531, 0.1738, 0.2099, 0.1867, 0.1960, 0.2019, 0.1939, 0.1920, 0.1923, 0.1938, 0.1925, 0.1913, 0.1930, 0.1924, 0.2000, 0.1997, 0.2072], "charge": 0, "smiles": "CCCCCCCCO", "total_energy_ev": -10635.57133, "relative_energy_kj_mol": 14.8}

=====

no.,Kohn-Sham gap (eV),molar mass (g mol⁻¹)
1,10.2,119.2
2,9.0,122.9
3,10.9,99.1
4,9.4,778.1
5,11.2,130.2